(1)
# C33H37AuClN4

C33H37AuClN4 as an isolated structure at a distorted geometry (ωB97M-V/def2-TZVPD, the OMol25 dataset).

```
76
Properties=species:S:1:pos:R:3:mulliken_spin:R:1
Au 0.597 0.045 0.738 0.0817
Cl -4.540 1.407 -2.246 0.0005
N -1.112 -2.857 2.375 0.1360
N 1.941 -1.096 -1.640 -0.0717
N 2.594 -2.442 0.006 0.0702
N -2.216 0.033 0.639 0.0188
C -0.519 1.356 -4.058 0.0047
C 2.026 1.326 2.645 -0.0263
C -1.018 0.176 -3.500 -0.0035
C -4.022 0.653 -0.790 0.0051
C 0.833 -1.896 1.269 0.7799
C -1.428 2.221 -4.885 0.0016
C 0.766 1.351 3.303 0.0039
C 0.455 2.270 1.195 0.0231
C -4.934 -0.003 0.046 -0.0068
C -0.751 -1.899 -2.097 0.0715
C 3.284 0.776 3.194 -0.0084
C 3.471 -2.565 -1.030 0.0186
C 2.975 2.384 0.466 -0.0118
C 3.108 -1.719 -2.043 0.0715
C 1.870 1.932 1.354 -0.0005
C -3.068 -0.554 1.465 -0.0095
C -0.219 -0.628 -2.682 -0.0802
C -4.445 -0.634 1.200 0.0085
C 1.675 0.849 -3.118 -0.0342
C 0.468 0.790 4.643 -0.0058
C -0.164 2.019 2.478 0.0384
C 1.116 -0.261 -2.466 0.1609
C -2.663 0.693 -0.431 0.0050
C 3.136 1.192 -3.071 0.0083
C 0.823 1.686 -3.859 -0.0051
C -0.152 -4.027 0.506 0.0266
C -2.017 -3.838 2.477 -0.0674
C -1.463 2.559 2.926 0.0099
C -2.130 -4.875 1.538 0.1795
C -0.068 3.179 0.144 0.0002
C -1.184 -4.965 0.522 0.0473
C -0.209 -2.930 1.382 0.2283
C 1.701 -1.539 -0.297 0.3311
H 3.581 1.285 4.125 0.0010
H -2.641 -0.986 2.375 -0.0033
H -5.092 -1.192 1.874 0.0060
H 1.650 -1.997 1.990 -0.0522
H 3.264 2.280 -2.961 0.0001
H 3.626 1.548 0.160 0.0021
H 3.677 0.702 -2.248 -0.0022
H 0.406 2.947 -0.823 0.0013
H -0.631 -1.902 -1.001 -0.0180
H 0.348 1.583 5.395 0.0039
H -0.475 0.213 4.633 -0.0004
H -2.949 -5.585 1.631 0.0284
H -0.924 3.147 -5.178 0.0003
H -2.073 2.907 2.084 0.0001
H -2.044 -0.125 -3.717 -0.0004
H -2.040 1.823 3.511 0.0010
H 3.630 0.906 -4.018 0.0006
H 0.715 -4.093 -0.145 0.0163
H 1.275 0.129 4.988 -0.0006
H 4.108 0.895 2.478 -0.0005
H -5.995 0.025 -0.215 -0.0002
H 3.548 -1.537 -3.009 0.0146
H -1.737 1.700 -5.800 0.0002
H -1.223 -5.744 -0.237 0.0208
H 3.617 3.116 0.984 0.0002
H 0.131 4.245 0.365 -0.0017
H -1.953 1.256 -1.027 -0.0046
H 1.236 2.596 -4.315 0.0002
H -2.717 -3.793 3.318 -0.0012
H 3.185 -0.300 3.431 0.0023
H 4.274 -3.274 -0.968 0.0016
H 2.592 2.874 -0.437 -0.0013
H -1.829 -1.994 -2.307 -0.0070
H -2.346 2.479 -4.340 0.0000
H -1.302 3.433 3.583 0.0014
H -1.156 3.064 0.025 0.0002
H -0.250 -2.797 -2.501 -0.0092
```

molar mass: 722.1 g/mol
⟨S²⟩: 2.02
orbital gap (spin up / spin down): 2.86 / 5.74 eV
relative energy (zero: lowest compared OMol25 entry of this formula, charge and spin): 87.0 kcal/mol
multiplicity: 3
charge: -1



(2)
# FNO3S

An isolated molecule of FNO3S at a distorted geometry (ωB97M-V/def2-TZVPD, the OMol25 dataset).

```
6
Properties=species:S:1:pos:R:3:nbo_charge:R:1
S 1.191 0.154 0.398 1.6993
F 0.989 -1.175 -0.543 -0.4956
O 1.095 1.315 -0.594 -0.7992
O -0.332 -0.366 1.074 -0.5614
O -1.430 0.210 -0.727 -0.2395
N -1.513 -0.137 0.391 0.3963
```

molar mass: 113.1 g/mol
orbital gap: 9.77 eV
relative energy (zero: lowest compared OMol25 entry of this formula, charge and spin): 15.6 kcal/mol



(3)
# C3H13AlF4N3O2PS

C3H13AlF4N3O2PS as an isolated structure at a distorted geometry (ωB97M-V/def2-TZVPD, the OMol25 dataset).

```
28
Properties=species:S:1:pos:R:3:nbo_charge:R:1
S 1.967 1.114 -0.178 0.6552
P 3.003 -0.249 1.109 1.9484
Al -2.792 -0.976 -3.678 2.1837
F -2.266 -2.520 -4.290 -0.7861
F -1.449 -0.196 -2.834 -0.8114
F -3.316 0.038 -4.993 -0.7837
F -4.102 -1.206 -2.548 -0.7893
O 3.707 -1.415 0.157 -0.9217
O 1.913 -1.009 2.141 -0.9411
N 3.996 0.603 1.977 -1.2850
N -2.703 0.012 1.666 -0.8403
N 1.545 2.537 0.666 -0.8840
C 0.357 0.285 -0.620 -0.5088
C -0.666 0.630 0.511 -0.4284
C -1.870 -0.331 0.499 -0.2261
H 2.413 3.069 0.754 0.4169
H 3.759 0.458 2.956 0.4044
H -2.207 -0.228 2.513 0.3463
H -1.040 1.659 0.390 0.2414
H 0.539 -0.803 -0.697 0.2612
H 2.052 -1.952 1.970 0.5126
H -0.024 0.654 -1.588 0.3283
H -1.597 -1.403 0.558 0.1691
H -0.200 0.561 1.518 0.1848
H 1.244 2.326 1.618 0.4070
H 3.755 -1.032 -0.731 0.5152
H -3.602 -0.440 1.607 0.3803
H -2.417 -0.189 -0.452 0.2510
```

molar mass: 289.2 g/mol
orbital gap: 7.93 eV



(4)
# C32H19MoN8O4S2

C32H19MoN8O4S2 as an isolated structure (ωB97M-V/def2-TZVPD, the OMol25 dataset).

```
66
Properties=species:S:1:pos:R:3:nbo_charge:R:1
Mo -0.777 0.191 -0.031 0.8757
S -2.607 1.937 0.317 -0.0747
S -0.739 1.748 -2.119 -0.0361
O -2.552 -0.788 0.471 -0.4384
O -0.353 -1.798 0.592 -0.5042
O 2.128 -1.878 -2.170 -0.6521
O 0.767 3.552 2.004 -0.6445
N -0.818 0.420 2.202 -0.3936
N 0.531 1.756 0.544 -0.6133
N -2.526 8.111 0.537 -0.3419
N -1.414 -2.564 0.648 0.1236
N -2.585 -2.061 0.659 0.1297
N 0.000 7.864 -2.673 -0.3399
N -1.252 -0.953 -1.843 -0.3952
N 1.063 -0.211 -0.947 -0.5753
C 0.276 -5.836 0.562 -0.1861
C -1.342 -0.428 3.092 0.0677
C -1.965 3.413 -0.362 -0.1603
C -2.699 -2.038 -3.364 -0.2633
C 3.861 2.876 -0.726 -0.2291
C -0.227 -1.686 -2.278 0.1608
C 3.354 0.635 -1.460 -0.2397
C 0.293 2.476 1.654 0.6251
C 1.760 1.881 -0.134 0.2331
C -0.384 -2.654 -3.251 -0.2261
C -1.103 3.321 -1.468 -0.1611
C 2.625 2.964 -0.085 -0.2581
C -2.041 -6.190 1.088 -0.2036
C -1.576 -0.081 4.409 -0.2529
C -0.953 5.734 -1.548 -0.1494
C -0.769 -6.699 0.856 -0.2214
C -2.461 -1.095 -2.378 0.0961
C -1.214 -3.984 0.735 0.1810
C -2.275 -4.826 1.028 -0.2435
C -1.648 -2.837 -3.791 -0.1493
C -1.816 5.825 -0.450 -0.1533
C -2.199 7.102 0.091 0.2972
C -1.267 1.204 4.830 -0.1625
C 1.138 -1.285 -1.749 0.6353
C -0.422 6.918 -2.173 0.2951
C 0.062 -4.466 0.500 -0.2368
C 4.225 1.723 -1.396 -0.2340
C -0.598 4.483 -2.041 -0.1798
C 2.115 0.726 -0.848 0.1129
C -0.709 2.081 3.923 -0.2139
C -2.307 4.664 0.136 -0.1717
C -0.500 1.651 2.625 0.1719
H -0.412 3.090 4.171 0.2504
H 1.269 -6.224 0.376 0.2174
H -2.958 4.736 0.997 0.2275
H -3.227 -0.437 -1.988 0.2397
H -3.259 -4.416 1.203 0.2406
H 0.860 -3.775 0.269 0.2628
H -1.811 -3.588 -4.554 0.2141
H 3.627 -0.266 -1.985 0.2429
H 5.189 1.660 -1.886 0.1983
H 0.486 -3.215 -3.561 0.2488
H -1.450 1.508 5.853 0.2128
H -1.578 -1.422 2.748 0.1973
H 2.331 3.855 0.444 0.2500
H -2.861 -6.858 1.318 0.2135
H 0.081 4.414 -2.880 0.2325
H -3.691 -2.136 -3.780 0.2223
H 4.535 3.722 -0.693 0.2014
H -0.595 -7.766 0.905 0.2120
H -1.992 -0.817 5.083 0.2153
```

molar mass: 739.6 g/mol
orbital gap: 5.86 eV
relative energy (zero: lowest compared OMol25 entry of this formula, charge and spin): 4.3 kcal/mol
charge: -1



(5)
# C29H37Cl6F3O6

A 8-piece molecular cluster, C29H37Cl6F3O6 overall at a distorted geometry (ωB97M-V/def2-TZVPD, the OMol25 dataset).

```
81
Properties=species:S:1:pos:R:3:lowdin_charge:R:1
Cl -2.267 3.495 3.272 0.5719
Cl -2.992 0.959 0.617 0.5257
Cl -2.031 6.367 2.977 0.4925
Cl -3.170 4.961 -1.785 0.4564
Cl -0.358 1.425 -0.632 0.5667
Cl -6.018 4.374 -1.369 0.4838
F -2.814 -5.663 3.074 0.0627
F 0.794 -2.134 0.904 0.0303
F -0.920 -1.308 -5.378 0.0636
O 0.838 1.356 3.367 0.1111
O 2.959 1.461 -3.879 0.0192
O 3.003 1.847 3.035 0.0537
O 2.673 0.903 -5.938 0.0369
O 1.900 2.939 4.535 0.0269
O 1.540 2.666 -5.138 0.1257
C 2.614 2.277 -8.002 -0.0631
C 2.481 -4.865 2.531 -0.0749
C 3.039 0.840 2.006 -0.1926
C -4.644 -2.860 4.454 -0.0926
C -3.558 -2.200 2.423 -0.0845
C 1.444 -4.064 2.043 0.0008
C -2.436 -1.540 -3.601 -0.0223
C 1.800 -2.946 1.305 -0.2711
C -1.140 -1.558 -4.079 -0.2896
C -1.635 -2.086 -1.399 -0.0990
C -0.084 -1.852 -3.242 -0.0051
C -4.413 3.653 -1.649 -0.9759
C -4.191 -4.169 4.299 -0.0150
C 2.328 1.765 -4.998 -0.6262
C -2.985 -3.453 2.319 -0.0178
C 0.723 3.334 5.176 -0.0775
C 4.108 -3.468 1.433 -0.0827
C 3.104 -2.662 0.941 -0.0296
C -4.408 -1.904 3.499 -0.0903
C 2.099 1.070 -7.235 -0.2099
C -1.208 0.978 0.846 -0.9736
C 3.803 -4.583 2.209 -0.0896
C -3.347 -4.447 3.235 -0.2870
C -2.694 -1.777 -2.265 -0.0797
C 1.823 2.008 3.600 -0.6115
C 2.731 2.351 -2.794 -0.0397
C -0.343 -2.092 -1.891 -0.0898
C 4.425 0.894 1.394 -0.0631
C -3.159 4.980 2.961 -0.9753
H -0.134 3.771 4.653 0.0247
H 2.080 3.179 -7.717 0.0734
H -4.423 3.104 -2.579 0.0266
H -4.065 3.119 -0.779 -0.0482
H 2.923 -0.111 2.521 0.1231
H 5.119 -3.401 1.050 0.1089
H 5.226 0.485 2.012 0.0804
H 2.488 2.111 -9.072 0.0758
H 0.325 2.498 5.756 0.1018
H -0.941 1.590 1.694 -0.0302
H -1.828 -2.259 -0.348 0.0774
H -3.709 -1.777 -1.893 0.1044
H -3.381 -1.467 1.648 0.0393
H 1.017 1.161 -7.114 0.1241
H 4.418 0.210 0.536 0.0622
H 2.319 0.142 -7.757 0.1221
H -4.870 -0.926 3.510 0.1024
H 2.201 -5.765 3.063 0.1059
H 3.691 2.363 -7.841 0.0846
H -3.883 5.194 3.738 0.0265
H 1.722 2.248 -2.393 0.0528
H 4.594 -5.217 2.587 0.1014
H 2.816 3.381 -3.138 0.0993
H 3.394 2.200 -1.949 0.0865
H -2.311 -3.721 1.515 0.1019
H -3.639 4.856 1.997 0.0203
H -1.003 -0.063 1.073 0.0057
H 0.925 -1.783 -3.630 0.1184
H 0.446 -4.303 2.379 0.1109
H 3.374 -1.861 0.267 0.1081
H 0.967 4.146 5.865 0.0968
H -4.229 -4.881 5.114 0.1164
H -3.294 -1.382 -4.243 0.1168
H 2.263 1.014 1.265 0.1119
H 4.787 1.849 1.013 0.0790
H 0.496 -2.350 -1.269 0.0844
H -5.297 -2.621 5.285 0.1056
```

molar mass: 751.3 g/mol
orbital gap: 9.68 eV